(1)
Molecular formula: C7H10O3
Method: DFT, ωB97M-V with the def2-TZVPD basis set

XYZ file:
```
20
Properties=species:S:1:pos:R:3:forces:R:3
O -1.881721 3.469920 3.267967 0.725 -0.088 -0.329
C -0.886270 3.220445 2.613052 -0.373 0.348 0.744
O -0.972266 2.624254 1.454679 1.078 -0.747 -1.762
C 0.508937 3.638923 3.138149 -0.270 0.022 0.030
C 1.489635 2.505740 3.165358 0.633 -0.284 -0.643
C 2.344709 2.275677 2.150470 -0.723 -0.482 0.749
C 2.204958 3.010351 0.871118 -0.799 -0.559 -1.153
O 1.109802 2.181192 0.042224 1.592 0.853 1.313
C 1.743863 4.462718 1.011425 -0.274 0.064 -0.470
C 1.101238 4.828846 2.356714 0.059 0.090 0.237
H -0.103682 2.392039 0.836519 -1.350 0.667 1.624
H 0.313448 3.962236 4.166967 0.013 -0.041 -0.248
H 1.481974 1.844634 4.034554 0.122 0.244 -0.181
H 3.047132 1.441969 2.194324 -0.204 0.228 -0.030
H 3.114144 2.939123 0.262265 -0.359 -0.053 0.049
H 1.057085 2.537969 -0.850463 0.115 0.173 -0.071
H 2.601159 5.124084 0.825513 -0.172 -0.198 0.055
H 1.037012 4.649848 0.188258 0.172 0.045 0.218
H 1.873073 5.259032 3.010070 -0.156 -0.071 -0.172
H 0.338564 5.606415 2.215155 0.173 -0.210 0.039
```
Forces are in eV/Å.

## Properties
- HOMO energy (eV) = -9.388
- net charge = 0
- DFT total energy (eV) = -13563.0581
- SMILES = O=C(O)[C@H]1C=C[C@@H](O)CC1
- ΔE to the lowest compared entry with this formula, charge and spin (kcal per mole) = 6.0
- HOMO-LUMO gap (eV) = 9.8



(2)
Molecular formula: C34H40Cl14FO6
Method: DFT, ωB97M-V with the def2-TZVPD basis set

XYZ file:
```
95
Properties=species:S:1:pos:R:3:forces:R:3
C 5.771554 -1.416206 -1.405622 0.061 0.670 -1.490
C 5.749251 -0.831292 -2.675863 -1.618 -0.806 1.991
C 4.344300 -0.306207 -3.104752 0.600 -0.924 -0.835
C 3.798419 -0.645720 -4.435384 -2.235 1.838 1.778
C 2.447787 -0.155595 -4.771125 1.105 0.273 1.476
C 1.709119 0.644996 -3.803401 1.168 -0.235 1.176
C 2.281139 0.992994 -2.482095 0.661 -0.881 -1.193
C 3.619187 0.515236 -2.138009 -1.803 0.042 -1.908
F 4.106105 0.880132 -0.910016 -0.262 -0.702 -1.678
C 1.413674 1.844622 -1.480565 -0.966 -0.750 -0.280
O 1.862246 2.742908 -0.813008 0.039 -0.624 -0.305
C -0.095156 1.428571 -1.445412 -0.632 -0.578 -0.558
C -0.872355 1.343003 -0.213090 -1.100 -0.648 -2.705
C -2.280720 0.889981 -0.335163 0.506 0.304 -0.790
C -3.129940 0.756863 0.988400 1.032 -1.856 2.953
O -4.275406 1.240345 1.134380 0.446 0.584 -1.419
O -2.570017 0.068204 1.943467 -0.234 1.516 -2.682
C -2.879967 0.542726 -1.625878 1.826 0.395 -0.484
C -4.363324 0.026202 -1.771329 1.159 0.269 0.206
C -4.487487 -0.973608 -2.992970 -0.991 0.612 0.219
C -5.575814 -2.089458 -2.785870 0.618 -0.364 -0.261
O -5.317968 -3.219949 -3.110508 -0.540 0.493 0.425
O -6.824351 -1.801669 -2.223956 1.683 0.870 -1.067
C -2.054943 0.656972 -2.852405 1.011 0.561 1.523
C -0.669328 1.087669 -2.777067 -0.763 -0.145 1.775
C 0.249013 1.178305 -4.038846 0.265 -0.338 1.110
O -0.106492 1.642697 -5.097124 0.094 -0.587 0.426
H 4.894598 -2.031917 -1.067008 0.476 1.593 0.038
H 6.587959 -1.260547 -0.662164 -0.118 -1.028 -1.150
H 6.641516 -0.777136 -3.343335 -0.687 0.863 0.912
H 4.362393 -1.284799 -5.161067 -0.502 0.744 0.972
H 1.977494 -0.411842 -5.753248 0.476 0.347 1.067
H -0.428569 1.571072 0.785632 -0.532 -0.248 -1.082
H -4.670617 -0.485623 -0.819945 0.292 0.763 -1.007
H -4.973809 0.965966 -1.919950 0.304 -1.156 0.218
H -3.535124 -1.519341 -3.225827 -1.026 0.510 0.363
H -4.777837 -0.359599 -3.893439 0.286 -0.797 0.630
H -6.893064 -0.829136 -2.297176 -0.221 -0.423 0.511
H -2.448505 0.395682 -3.867787 0.287 0.309 1.156
Cl 8.259617 -3.471831 -3.122158 -0.001 0.034 -0.040
C 9.931250 -3.221626 -3.683310 0.131 -0.089 -0.018
C 10.512663 -1.921995 -3.175176 0.177 -0.093 0.050
Cl 9.731401 -0.503127 -3.914648 -0.087 0.014 -0.022
H 9.933178 -3.263439 -4.772039 -0.058 0.092 0.079
H 10.519587 -4.060730 -3.309700 0.000 0.097 0.043
H 11.572434 -1.866184 -3.427562 -0.068 -0.012 -0.051
H 10.415277 -1.835175 -2.093118 -0.102 0.000 -0.097
Cl -4.745038 1.371468 6.888606 -0.020 0.042 0.207
C -4.995496 1.525031 5.124981 0.023 0.049 -0.376
C -3.697327 1.700630 4.375739 -0.214 -0.330 -0.168
Cl -2.935645 3.286126 4.710579 -0.029 0.164 -0.028
H -5.674525 2.359573 4.952467 0.097 -0.005 0.116
H -5.488085 0.610199 4.794909 0.146 0.006 -0.015
H -3.881096 1.657044 3.299686 -0.004 -0.093 0.060
H -2.979005 0.922496 4.627470 -0.029 0.125 -0.055
Cl 12.602310 0.658582 -1.863767 0.072 -0.056 0.047
C 13.204432 2.268712 -2.328070 0.041 0.205 0.005
C 12.596370 2.750282 -3.625932 -0.076 0.141 0.084
Cl 13.162273 1.803045 -5.024651 -0.011 -0.040 -0.003
H 14.291136 2.219980 -2.387997 -0.092 -0.080 -0.068
H 12.938247 2.950840 -1.519828 -0.066 -0.032 -0.080
H 12.885784 3.785935 -3.807332 0.053 -0.070 0.049
H 11.508091 2.699157 -3.601491 0.095 -0.117 0.003
Cl -7.284414 -2.998522 3.604165 -0.020 0.030 0.082
C -7.509338 -3.034143 1.834701 -0.075 -0.090 -0.328
C -6.193736 -3.039126 1.090565 0.104 -0.023 -0.051
Cl -5.325578 -1.491578 1.248069 -0.239 -0.206 0.284
H -8.124469 -2.179215 1.555212 0.135 0.025 0.094
H -8.065833 -3.943782 1.606122 0.101 0.009 0.030
H -6.373412 -3.194286 0.025156 -0.118 -0.007 0.070
H -5.535695 -3.833129 1.444148 -0.214 0.214 0.059
Cl -6.399690 4.865741 0.178809 -0.035 0.005 -0.058
C -5.063504 4.902709 1.359651 0.127 -0.031 0.429
C -3.857632 5.647451 0.834361 -0.101 0.035 0.173
Cl -3.086312 4.739910 -0.478409 0.173 0.001 -0.239
H -4.811772 3.873711 1.621013 -0.011 -0.013 -0.216
H -5.448540 5.397253 2.252656 0.036 0.056 -0.083
H -3.113674 5.762671 1.623625 -0.098 -0.125 0.031
H -4.120867 6.640668 0.469973 -0.040 -0.127 -0.078
Cl -4.311819 -5.987385 1.019180 0.082 -0.177 -0.009
C -4.718282 -7.368518 2.066065 0.058 -0.109 0.059
C -6.123770 -7.872230 1.826625 0.062 -0.173 -0.041
Cl -7.357265 -6.710104 2.375077 0.005 0.022 -0.005
H -4.573189 -7.062596 3.101738 -0.089 0.058 -0.090
H -4.000203 -8.158002 1.840198 -0.094 0.006 -0.036
H -6.286936 -8.793544 2.387222 0.055 0.076 0.029
H -6.300603 -8.079479 0.771499 0.037 0.124 0.062
Cl 1.331320 4.180918 7.317651 0.048 0.041 0.033
C 0.092792 3.166719 8.102087 -0.141 -0.155 0.086
C -1.307691 3.676879 7.850772 0.038 -0.200 -0.106
Cl -1.618556 5.224126 8.682667 0.019 0.076 0.040
H 0.317974 3.122049 9.167361 0.001 0.110 -0.077
H 0.198111 2.163117 7.688533 -0.072 0.087 -0.058
H -2.036300 2.961084 8.232677 0.059 0.024 -0.021
H -1.498155 3.820093 6.788302 0.067 0.021 0.182
```
Forces are in eV/Å.

## Properties
- HOMO energy (eV) = -5.427
- net charge = -1
- DFT total energy (eV) = -226223.8881
- HOMO-LUMO gap (eV) = 6.7



(3)
Molecular formula: C27H38N2O7P3Rh
Method: DFT, ωB97M-V with the def2-TZVPD basis set

XYZ file:
```
78
Properties=species:S:1:pos:R:3:forces:R:3
Rh -0.171217 0.339349 -1.231153 0.369 -0.173 -0.031
C 3.390280 2.399841 -2.321018 0.018 0.024 -0.021
C 2.942210 2.373162 -0.857510 0.161 -0.044 0.005
C 1.940553 3.485664 -0.564526 -0.037 0.063 -0.023
P 2.167510 0.751021 -0.519184 -0.314 0.108 0.205
C 3.408508 -0.556425 -0.862826 -0.004 -0.054 -0.105
C 2.901837 -1.891962 -0.320166 0.031 -0.019 0.030
C 4.818057 -0.253749 -0.368983 0.041 -0.011 0.033
C 1.931519 0.710430 1.299583 -0.054 -0.050 0.074
C 2.891970 1.131916 2.196114 0.013 0.017 -0.037
C 2.719446 1.047001 3.580270 0.004 -0.004 0.037
C 3.782413 1.522135 4.522647 0.017 0.004 0.005
C 1.521283 0.505315 4.077353 0.020 0.013 -0.007
C 0.526687 0.093957 3.235431 0.084 0.026 -0.102
C 0.683456 0.202951 1.816844 0.041 0.054 -0.115
N -0.297778 -0.116341 0.970981 -0.187 -0.090 0.304
C -1.557092 -0.552470 1.487821 0.368 0.077 -0.204
C -2.517898 0.406250 1.792167 -0.112 -0.020 0.061
C -2.209444 1.870235 1.648597 -0.036 0.050 -0.008
C -3.775585 -0.039068 2.181048 0.024 0.022 -0.024
C -4.084995 -1.392307 2.243781 -0.004 -0.017 0.000
C -5.458381 -1.849171 2.653080 -0.021 -0.003 0.004
C -3.097464 -2.315095 1.917759 0.028 0.009 -0.022
C -1.821946 -1.918043 1.536203 -0.110 -0.005 0.023
C -0.761142 -2.909022 1.153884 0.004 -0.037 -0.020
H 3.840222 3.369330 -2.543691 -0.007 -0.001 -0.018
H 2.544014 2.245620 -2.992273 -0.021 0.005 0.003
H 4.119918 1.624407 -2.553767 -0.004 0.007 0.012
H 3.814908 2.486331 -0.205399 -0.001 0.036 -0.038
H 1.042586 3.368878 -1.178055 0.010 -0.026 0.004
H 2.386553 4.453039 -0.802929 -0.008 0.016 0.013
H 1.634831 3.505646 0.483136 -0.001 -0.026 0.020
H 3.394125 -0.612440 -1.959663 0.020 -0.001 0.040
H 2.858974 -1.887631 0.773320 -0.009 0.008 0.004
H 3.587943 -2.685470 -0.621012 0.001 -0.006 -0.005
H 1.919635 -2.130340 -0.724647 -0.028 0.000 -0.010
H 4.868990 -0.245674 0.722492 -0.021 0.002 0.006
H 5.203286 0.695626 -0.741319 0.001 0.009 -0.003
H 5.494104 -1.038333 -0.713902 0.001 -0.002 -0.016
H 3.824216 1.540458 1.823994 -0.004 -0.001 -0.009
H 4.712919 1.738645 4.000826 -0.004 -0.002 -0.010
H 3.984134 0.776545 5.292771 -0.005 -0.005 0.004
H 3.462881 2.434084 5.032374 -0.009 0.000 0.003
H 1.386596 0.420128 5.148894 -0.007 -0.001 0.011
H -0.397670 -0.308219 3.625181 -0.031 -0.018 0.006
H -1.393302 2.180558 2.304209 0.016 0.002 0.011
H -3.084051 2.472056 1.891337 -0.001 -0.004 0.015
H -1.910256 2.118037 0.624560 0.015 -0.040 -0.009
H -4.539896 0.694896 2.412535 -0.018 0.002 0.001
H -6.216275 -1.118397 2.371778 -0.003 0.011 0.004
H -5.520286 -1.989120 3.734223 0.004 0.001 0.010
H -5.713210 -2.798818 2.183417 0.007 -0.011 -0.005
H -3.327951 -3.374796 1.939443 -0.012 -0.005 0.007
H -1.175228 -3.914000 1.084735 -0.010 0.006 0.012
H 0.051483 -2.928330 1.884181 0.014 0.017 0.013
H -0.315717 -2.654809 0.189555 -0.004 0.022 -0.013
O -1.018218 2.734024 -4.675200 0.085 0.045 0.014
P -1.041660 1.418955 -3.777835 -0.118 -0.258 -0.014
O -1.897250 0.390391 -4.409102 0.044 0.060 0.023
O -1.285498 1.844144 -2.326443 -0.013 0.023 -0.098
O 0.503613 0.910869 -3.768403 0.096 0.007 -0.017
P 1.064322 -0.661925 -3.847705 -0.115 0.180 -0.064
O 0.196477 -1.258126 -5.025818 -0.035 -0.052 -0.040
O 2.504811 -0.627087 -4.133075 -0.028 0.003 0.076
O 0.607423 -1.264924 -2.515089 -0.083 0.017 -0.059
H -0.607637 3.477544 -4.220611 -0.019 0.009 0.018
H -0.722178 -0.900679 -4.974567 0.038 0.006 0.003
C -4.539653 -2.170643 -2.009815 -0.016 -0.001 -0.007
C -3.325326 -2.801960 -2.218266 0.006 -0.016 0.001
C -2.157444 -2.101545 -1.973489 0.037 0.036 0.006
N -2.157587 -0.839942 -1.540263 -0.101 0.006 0.015
C -3.328347 -0.229634 -1.359732 0.025 0.022 0.008
C -4.541988 -0.856740 -1.572934 0.017 -0.008 0.005
H -5.470049 -2.689160 -2.200979 -0.012 -0.007 0.003
H -3.273071 -3.818513 -2.581378 -0.001 -0.015 -0.001
H -1.181254 -2.531440 -2.152322 0.003 -0.020 -0.009
H -3.277391 0.808215 -1.058906 -0.023 0.020 0.012
H -5.463358 -0.315303 -1.412570 -0.013 0.009 0.000
```
Forces are in eV/Å.

## Properties
- HOMO energy (spin up / spin down) (eV) = -7.503 / -8.904
- net charge = 0
- DFT total energy (eV) = -76810.9284
- multiplicity = 5
- HOMO-LUMO gap (spin up / spin down) (eV) = 7.6 / 6.4
- <S²> = 6.05



(4)
Molecular formula: C4H4FO3
Method: DFT, ωB97M-V with the def2-TZVPD basis set

XYZ file:
```
12
Properties=species:S:1:pos:R:3:forces:R:3
C -1.496099 -0.331468 0.130771 -1.675 -0.453 -2.843
C 0.214923 0.453745 1.778168 0.324 -0.345 -0.578
C 0.894356 0.232406 -0.632316 -1.353 0.213 -0.621
C -0.175993 0.288927 0.362290 0.782 0.086 2.702
O -0.160123 1.663089 1.616319 -0.633 -0.183 -1.434
O -2.458815 -0.417551 0.868841 1.541 0.311 -0.584
O 0.758728 -0.170150 2.628511 0.316 -0.542 0.998
F 0.496482 -1.650540 -2.940104 -0.045 0.226 0.561
H -1.484397 -0.747096 -1.004379 -0.199 0.312 2.221
H 1.793674 0.659652 -0.319839 1.597 0.040 1.143
H 0.953276 -0.815793 -1.012190 -0.027 0.227 -0.318
H 0.663989 0.834780 -1.476073 -0.628 0.108 -1.247
```
Forces are in eV/Å.

## Properties
- HOMO energy (eV) = -4.502
- net charge = -1
- DFT total energy (eV) = -13071.2939
- ΔE to the lowest compared entry with this formula, charge and spin (kcal per mole) = 49.5
- HOMO-LUMO gap (eV) = 6.2



(5)
Molecular formula: C4H6FNOS
Method: DFT, ωB97M-V with the def2-TZVPD basis set

XYZ file:
```
14
Properties=species:S:1:pos:R:3:forces:R:3
N -0.438124 -1.336563 -0.665372 1.530 0.770 -1.865
C 0.156371 -0.405721 0.388264 -3.762 2.325 -2.076
C 0.631439 1.075086 0.041437 0.731 -1.541 2.729
C 1.326397 1.249343 -1.034263 1.058 1.253 -4.031
F 2.008322 2.474360 -1.382747 -1.552 -2.586 0.820
C -1.079554 -0.127709 1.344536 5.868 -0.363 0.806
O -2.108165 -0.680199 0.992692 -5.908 -0.696 0.226
S -0.685103 0.346177 2.815401 -0.253 1.244 1.833
H -0.683935 -0.873338 -1.567292 0.166 0.213 1.102
H 0.201203 -2.061945 -1.049582 -0.319 0.591 1.134
H 0.779067 -0.960816 1.004262 1.649 -0.723 0.732
H 0.663526 1.767863 0.940815 -0.237 -0.901 -1.434
H 1.265021 0.510125 -1.924857 0.696 1.504 1.563
H -2.036467 -0.976663 0.096707 0.334 -1.090 -1.538
```
Forces are in eV/Å.

## Properties
- HOMO energy (eV) = -8.550
- net charge = 0
- DFT total energy (eV) = -21332.9287
- SMILES = N[C@@H](/C=C/F)C(O)=S
- ΔE to the lowest compared entry with this formula, charge and spin (kcal per mole) = 68.6
- HOMO-LUMO gap (eV) = 8.8



(6)
Molecular formula: C5H6O2
Method: DFT, ωB97M-V with the def2-TZVPD basis set

XYZ file:
```
13
Properties=species:S:1:pos:R:3:forces:R:3
C -0.194586 1.257939 0.334378 -0.078 0.014 0.121
C -0.349492 0.462385 -0.956607 0.040 -0.282 -0.083
O 1.090311 0.191510 -0.969944 0.619 1.062 0.065
C 0.913714 0.218499 0.499792 0.499 0.167 0.143
C 0.145121 -1.116116 0.662711 1.213 -0.034 -0.454
O -1.161867 -1.096471 1.102790 -0.361 0.058 -2.599
C -0.643992 -0.972526 -0.535454 -1.523 -0.244 1.178
H 0.180169 2.267684 0.152561 -0.017 -0.246 0.025
H -1.013502 1.214698 1.051010 0.077 0.145 -0.096
H -0.756402 0.884802 -1.886074 0.112 -0.394 0.357
H 1.846645 0.392591 1.027891 -0.076 -0.024 0.075
H 0.723082 -2.008778 0.869238 0.129 -0.076 0.121
H -0.779201 -1.696217 -1.352290 -0.634 -0.146 1.149
```
Forces are in eV/Å.

## Properties
- HOMO energy (eV) = -9.711
- net charge = 0
- DFT total energy (eV) = -9373.0105
- ΔE to the lowest compared entry with this formula, charge and spin (kcal per mole) = 94.2
- HOMO-LUMO gap (eV) = 10.7